# 1
Entry from the Open Molecules 2025 dataset: C4H6OS as an isolated structure (ωB97M-V/def2-TZVPD).

Computed properties:
Kohn-Sham gap: 0.360 Ha
ΔE to the lowest compared entry with this formula, charge and spin: 59.9 kcal/mol

```
12
Properties=species:S:1:pos:R:3:lowdin_charge:R:1
C 1.1188 -0.3623 -0.2292 -0.07
C 0.0724 -0.8052 0.4179 -0.15
C 0.8751 1.1250 -0.6085 -0.19
C -0.9338 0.3080 0.5498 -0.70
O -0.2674 1.4819 0.1265 -0.17
S -2.5855 0.0660 -0.2844 0.67
H 2.0996 -0.8597 -0.3873 0.12
H -0.1078 -1.8073 0.9181 0.13
H 1.6847 1.8945 -0.6863 0.14
H 0.6041 0.9035 -1.6586 0.12
H -1.2431 0.4286 1.8598 0.18
H -3.3408 1.1105 0.3365 -0.10
```


# 2
Entry from the Open Molecules 2025 dataset: a 4-piece molecular cluster, C8H16Br8 overall (ωB97M-V/def2-TZVPD).

Computed properties:
Kohn-Sham gap: 0.380 Ha
ΔE to the lowest compared entry with this formula, charge and spin: 7.3 kcal/mol
SMILES string: BrCCBr.BrCCBr.BrCCBr.BrCCBr

```
32
Properties=species:S:1:pos:R:3:lowdin_charge:R:1
Br 0.4249 0.0774 2.4712 0.64
C -1.0346 -0.0525 3.7669 -0.65
C -0.5685 -1.1246 4.7416 -0.74
Br -1.8544 -1.3786 6.1862 0.61
H -1.8553 -0.4856 3.2023 0.06
H -1.2635 0.8873 4.2492 0.06
H 0.3577 -0.8151 5.2214 0.04
H -0.3945 -2.0990 4.3005 0.05
Br -1.5032 2.7733 0.0574 0.63
C -2.1822 4.0205 -1.2799 -0.69
C -1.3574 3.9129 -2.5376 -0.70
Br -2.1732 4.9525 -4.0140 0.59
H -2.1791 5.0258 -0.8747 0.06
H -3.1900 3.6790 -1.4992 0.05
H -1.2063 2.8747 -2.8135 0.00
H -0.3766 4.3699 -2.4350 0.05
Br 0.9225 0.8185 -2.3680 0.65
C -0.2632 -0.7360 -2.2576 -0.71
C -0.8774 -0.9876 -0.8991 -0.70
Br -1.7917 -2.7196 -1.0318 0.62
H 0.3050 -1.6033 -2.5847 -0.06
H -1.0405 -0.5832 -3.0020 0.06
H -1.5858 -0.2106 -0.6221 0.02
H -0.1770 -1.0725 -0.0743 -0.05
Br 1.6753 -3.1365 0.8532 0.63
C 3.3482 -2.7208 -0.0353 -0.68
C 3.1580 -1.9571 -1.3416 -0.63
Br 2.2995 -3.1453 -2.6784 0.64
H 3.7785 -3.6778 -0.3212 0.04
H 4.0105 -2.1707 0.6262 0.06
H 4.0765 -1.6268 -1.8146 0.06
H 2.5179 -1.0886 -1.1916 -0.01
```


# 3
Entry from the Open Molecules 2025 dataset: one molecule with the formula C20H16N2O2S2 (ωB97M-V/def2-TZVPD).

Computed properties:
Kohn-Sham gap: 0.297 Ha
ΔE to the lowest compared entry with this formula, charge and spin: 4.1 kcal/mol
SMILES string: Cc1ccc2nc(-c3ccc(NS(=O)(=O)c4ccccc4)cc3)sc2c1

```
42
Properties=species:S:1:pos:R:3:lowdin_charge:R:1
C -8.6370 -0.7474 -0.0927 -0.05
C -7.2121 -0.2842 -0.0852 -0.28
C -6.9301 1.0852 -0.1673 -0.05
C -5.6404 1.5642 -0.1637 -0.01
C -4.5845 0.6593 -0.0757 -0.32
N -3.2617 0.9667 -0.0613 0.11
C -2.5100 -0.0700 0.0268 -0.50
C -1.0690 -0.0360 0.0599 -0.23
C -0.3054 -1.1993 0.1667 -0.03
C 1.0713 -1.1429 0.1964 -0.01
C 1.7205 0.0869 0.1122 -0.29
N 3.1112 0.1606 0.1787 -0.05
S 4.1004 -1.0747 -0.4443 0.68
O 3.9304 -2.2409 0.3629 -0.28
O 3.8906 -1.1851 -1.8577 -0.28
C 5.6884 -0.3279 -0.1139 -0.29
C 6.1870 -0.3778 1.1732 -0.05
C 7.4092 0.2157 1.4430 -0.06
C 8.1104 0.8455 0.4254 -0.07
C 7.5998 0.8844 -0.8630 -0.07
C 6.3767 0.2935 -1.1373 -0.06
C 0.9634 1.2542 -0.0001 -0.01
C -0.4117 1.1949 -0.0204 -0.01
S -3.3879 -1.6186 0.1072 1.09
C -4.8704 -0.7222 0.0081 -0.46
C -6.1717 -1.1932 0.0036 -0.06
H -8.6953 -1.8318 -0.0510 0.07
H -9.1722 -0.3368 0.7629 0.08
H -9.1418 -0.4049 -0.9952 0.08
H -7.7551 1.7795 -0.2356 0.11
H -5.4281 2.6195 -0.2277 0.11
H -0.8007 -2.1575 0.2269 0.09
H 1.6577 -2.0422 0.2804 0.10
H 3.4725 1.0709 -0.0682 0.12
H 5.6165 -0.8879 1.9324 0.12
H 7.8161 0.1851 2.4421 0.11
H 9.0642 1.3051 0.6372 0.11
H 8.1536 1.3706 -1.6514 0.11
H 5.9498 0.2913 -2.1280 0.11
H 1.4655 2.2092 -0.0684 0.11
H -1.0036 2.0923 -0.1057 0.11
H -6.3665 -2.2530 0.0678 0.11
```


# 4
Entry from the Open Molecules 2025 dataset: C21H30AsBaN7O3S as an isolated structure (ωB97M-V/def2-TZVPD).

Computed properties:
Kohn-Sham gap: 0.254 Ha
ΔE to the lowest compared entry with this formula, charge and spin: 18.4 kcal/mol

```
64
Properties=species:S:1:pos:R:3:lowdin_charge:R:1
Ba 1.1597 -0.1342 -0.3525 2.00
O 0.2989 4.4323 0.1426 0.03
C -0.2938 4.3992 1.3550 -0.31
C -1.0133 5.5352 1.7340 -0.03
C -1.6920 5.5658 2.9349 -0.09
C -1.6682 4.4622 3.7833 -0.10
C -0.9506 3.3416 3.4129 -0.04
C -0.2478 3.2788 2.2072 -0.09
C 0.5043 2.0302 1.8439 -0.50
O 1.1764 2.0493 0.7255 -0.37
N 0.4136 1.0391 2.6879 0.05
N 1.0743 -0.1245 2.2437 -0.17
C 1.6165 -0.8531 3.1374 -0.09
C 2.4180 -2.0533 2.8604 -0.15
C 2.9148 -2.7419 3.9700 -0.07
C 3.7363 -3.8461 3.8389 -0.11
C 4.0843 -4.2694 2.5579 -0.10
C 3.6158 -3.6107 1.4373 -0.04
C 2.7686 -2.4909 1.5477 -0.42
O 2.3097 -1.8956 0.4826 -0.55
H 0.7818 3.5618 0.0765 0.07
H -1.0171 6.3816 1.0592 0.11
H -2.2432 6.4552 3.2147 0.10
H -2.1990 4.4822 4.7256 0.10
H -0.9110 2.4742 4.0576 0.10
H 1.5215 -0.5576 4.1864 0.12
H 2.6455 -2.3857 4.9589 0.10
H 4.1121 -4.3606 4.7127 0.09
H 4.7369 -5.1261 2.4336 0.10
H 3.8880 -3.9298 0.4381 0.11
C -2.2078 3.7985 -2.9832 -0.04
N -2.4555 2.7522 -1.9986 -0.15
C -2.9663 3.2376 -0.7258 -0.04
C -1.7109 1.5980 -1.9809 -0.44
N -1.3687 0.9419 -0.9394 0.05
N -1.4207 1.1198 -3.2706 0.13
C -0.4187 0.2429 -3.6622 -0.53
N -0.6327 -0.2855 -4.9154 0.15
N 0.5632 -0.0385 -2.9043 -0.08
H -3.0357 4.5034 -2.9438 0.09
H -2.1601 3.4130 -3.9981 0.07
H -1.2811 4.3419 -2.7747 0.10
H -3.7496 3.9663 -0.9260 0.09
H -2.1926 3.7120 -0.1146 0.08
H -3.4131 2.4194 -0.1634 0.10
H -1.5772 1.4457 -0.0850 0.04
H -2.1138 1.3436 -3.9616 0.13
H -1.2287 0.1945 -5.5670 0.09
H 0.1434 -0.7803 -5.3211 0.11
H 1.2056 -0.7279 -3.2969 -0.04
C 0.2951 -4.0802 0.2970 -0.23
As 0.4676 -3.8511 -1.6154 0.65
C 0.1547 -5.6491 -2.2319 -0.28
C -1.1812 -2.9450 -2.0648 -0.26
S 2.1278 -3.0868 -2.6716 0.07
H -0.6081 -4.6784 0.4216 0.04
H 0.2012 -3.1264 0.8086 0.03
H 1.1595 -4.6072 0.6946 0.04
H -0.7638 -6.0515 -1.8061 0.03
H 1.0027 -6.2607 -1.9281 0.04
H 0.1036 -5.6288 -3.3179 0.03
H -2.0158 -3.5747 -1.7556 0.04
H -1.1997 -2.7914 -3.1422 0.03
H -1.2638 -1.9767 -1.5695 0.00
```


# 5
Entry from the Open Molecules 2025 dataset: a 2-piece molecular cluster, C3H7F2N overall (ωB97M-V/def2-TZVPD).

Computed properties:
Kohn-Sham gap (alpha / beta): 0.283 / 0.381 Ha
ΔE to the lowest compared entry with this formula, charge and spin: 145.0 kcal/mol

```
13
Properties=species:S:1:pos:R:3:lowdin_charge:R:1
C -0.5375 1.1745 0.5974 -0.11
C -0.8436 -1.2121 -0.2713 -0.13
C -0.3890 0.1773 -0.4734 -0.21
N 1.9960 -0.4932 -0.4377 0.04
F 2.5767 0.6878 -0.8278 -0.09
F 2.1586 -0.4803 0.9248 -0.09
H -0.4682 0.7166 1.5827 0.08
H 0.1915 1.9764 0.5070 0.08
H -1.5289 1.6333 0.5064 0.09
H -1.9356 -1.2445 -0.2123 0.08
H -0.4598 -1.6097 0.6695 0.08
H -0.5243 -1.8581 -1.0849 0.07
H -0.2358 0.5321 -1.4803 0.10
```


# 6
Entry from the Open Molecules 2025 dataset: an isolated ion of composition C10H10N3O and charge +1 (ωB97M-V/def2-TZVPD).

Computed properties:
Kohn-Sham gap: 0.231 Ha
ΔE to the lowest compared entry with this formula, charge and spin: 66.9 kcal/mol
SMILES string: C=[N+]1C(=O)N=N[C@H]1c1cccc(C)c1
charge: +1

```
24
Properties=species:S:1:pos:R:3:lowdin_charge:R:1
C 0.6675 2.7054 -1.2815 0.23
N 1.2783 1.6164 -1.3846 0.09
C 2.7332 1.5221 -1.1323 -0.43
O 3.3554 2.4414 -0.8323 0.27
N 3.0832 0.2122 -1.3511 0.18
N 2.1460 -0.5519 -1.7054 0.17
C 0.9030 0.0777 -1.7410 -0.13
C -0.0162 -0.5584 -0.6610 -0.18
C -0.4084 -1.8860 -0.9406 -0.01
C -1.0949 -2.5990 0.0868 -0.07
C -1.4408 -2.0708 1.2475 -0.05
C -1.1630 -0.7369 1.4777 -0.24
C -1.6327 0.1147 2.6605 -0.04
C -0.3755 -0.0449 0.5481 -0.03
H -0.3797 2.7557 -1.0871 0.13
H 1.2965 3.6100 -1.1869 0.15
H 0.4048 -0.0469 -2.7035 0.17
H -0.1779 -2.5592 -1.7978 0.13
H -1.4553 -3.6651 -0.0375 0.14
H -2.0384 -2.4955 2.0173 0.12
H -1.0413 0.9989 2.9555 0.08
H -2.6418 0.6084 2.2992 0.13
H -1.8310 -0.3979 3.6084 0.08
H -0.1708 0.9495 0.9416 0.11
```


# 7
Entry from the Open Molecules 2025 dataset: C27H36AsF6N6O4 as an isolated structure (ωB97M-V/def2-TZVPD).

Computed properties:
Kohn-Sham gap: 0.239 Ha
charge: +3

```
80
Properties=species:S:1:pos:R:3:lowdin_charge:R:1
N 22.4665 -0.2420 25.6411 -0.55
O 22.4765 0.7845 24.9768 0.00
O 21.4269 -0.5267 26.2870 -0.07
O 23.5389 -0.9417 25.6864 -0.09
C 26.8350 -2.2334 25.1723 0.03
C 26.9693 -1.0112 24.3982 -0.45
O 27.9499 -0.5815 23.9539 0.22
N 25.6958 -0.2842 24.1329 0.07
H 25.4084 -0.3623 23.1515 0.20
H 24.9488 -0.7741 24.6876 0.10
C 25.7452 1.0526 24.6918 0.00
H 27.6295 -2.2833 25.9219 0.12
H 27.0073 -3.1172 24.5551 0.11
H 25.8987 -2.3035 25.7238 0.07
H 24.6883 1.3284 24.8026 0.08
H 26.1831 1.7535 23.9977 0.11
H 26.1332 1.0526 25.7044 0.11
C 18.4300 0.4350 27.8670 0.05
N 18.9995 1.8019 27.8294 -0.06
C 18.1474 2.8166 27.6866 0.02
C 18.5925 4.1075 27.6536 0.05
C 19.9301 4.3534 27.8647 -0.13
C 20.7730 3.2932 28.0882 0.08
C 20.2865 2.0123 28.0516 0.03
C 20.4271 5.7572 27.8863 -0.11
C 21.1705 6.2697 28.9624 0.07
C 21.6004 7.5674 28.8702 0.00
N 21.4319 8.3002 27.7931 -0.07
C 20.6842 7.8490 26.7754 0.04
C 20.2099 6.5655 26.7877 0.05
C 22.0060 9.6772 27.7743 0.06
H 19.2251 -0.2807 27.6757 0.06
H 17.6514 0.3696 27.1194 0.11
H 18.0431 0.1839 28.8560 0.12
H 17.1123 2.5293 27.5741 0.16
H 17.8808 4.8666 27.3562 0.15
H 21.8307 3.3821 28.3105 0.15
H 20.8595 1.1043 28.1936 0.14
H 21.2091 5.7562 29.9123 0.15
H 22.0336 8.0684 29.7291 0.16
H 20.5136 8.5382 25.9613 0.16
H 19.7432 6.1438 25.9063 0.15
H 23.0914 9.6176 27.7758 0.12
H 21.6583 10.2193 28.6492 0.12
H 21.6943 10.1907 26.8729 0.11
C 20.5012 -2.4463 28.6398 0.04
N 21.4644 -3.4552 29.1932 -0.05
C 21.1416 -4.1931 30.2774 0.03
C 22.0856 -4.9528 30.9201 0.05
C 23.3342 -5.0379 30.3919 -0.16
C 23.6240 -4.3501 29.2508 0.07
C 22.6679 -3.5390 28.6648 0.03
C 24.3624 -5.9099 30.9772 -0.12
C 24.1368 -7.2590 31.1887 0.06
C 25.1736 -8.0089 31.6385 0.02
N 26.3485 -7.4739 31.9990 -0.07
C 26.5806 -6.1705 31.8079 0.02
C 25.5944 -5.3633 31.3200 0.07
C 27.4773 -8.3883 32.3131 0.06
H 19.5513 -2.5242 29.1545 0.10
H 20.2753 -2.7992 27.6316 0.12
H 21.0086 -1.4930 28.6846 0.08
H 20.1375 -4.1215 30.6658 0.15
H 21.8472 -5.4640 31.8420 0.15
H 24.6329 -4.3015 28.8763 0.15
H 22.8875 -2.9674 27.7644 0.16
H 23.1750 -7.6970 30.9710 0.15
H 25.0847 -9.0743 31.8100 0.16
H 27.4187 -5.7811 32.3798 0.17
H 25.8908 -4.3466 31.0764 0.15
H 28.0961 -8.4611 31.4317 0.12
H 27.0623 -9.3056 32.7023 0.11
H 28.0264 -7.9169 33.1279 0.11
As 25.1444 0.1002 29.0786 0.64
F 25.0685 1.3010 30.3065 -0.24
F 26.7295 0.5315 28.6122 -0.23
F 25.2458 -1.1336 27.8782 -0.27
F 23.5226 -0.4360 29.4246 -0.28
F 24.4918 1.1997 27.9407 -0.25
F 25.6872 -1.0614 30.2416 -0.27
```


# 8
Entry from the Open Molecules 2025 dataset: one molecule with the formula C3H9NO2S (ωB97M-V/def2-TZVPD).

Computed properties:
Kohn-Sham gap: 0.341 Ha
ΔE to the lowest compared entry with this formula, charge and spin: 93.4 kcal/mol
SMILES string: C[C@@H](CN)[SH](=O)=O

```
16
Properties=species:S:1:pos:R:3:lowdin_charge:R:1
C -0.0742 1.6376 0.0942 -0.14
C -0.3491 0.3551 -0.5463 -0.36
C 1.1340 -0.8068 -0.5266 -0.24
N 1.7941 -0.8982 0.6474 -0.02
S -1.8675 -0.4328 0.1529 0.65
O -1.4477 -1.1299 1.3581 -0.37
O -2.8647 0.5596 0.3238 -0.35
H -0.6629 2.4424 -0.3306 0.09
H -0.4278 1.6573 1.0546 0.04
H 1.0334 1.7438 0.2099 0.10
H -0.5204 0.4790 -1.5777 0.07
H 0.6648 -1.7798 -0.8515 0.11
H 1.9254 -0.4960 -1.3359 0.13
H 1.6244 -1.7766 1.1404 0.10
H 2.2846 -0.1491 1.0817 0.08
H -2.2463 -1.4055 -0.8944 0.10
```